# 1
A cluster of 9 separate species, C19H29F5N2O19 in total in a non-equilibrium geometry. Source: the Open Molecules 2025 dataset; level of theory: ωB97M-V/def2-TZVPD.

The geometry in XYZ format:
```
74
Properties=species:S:1:pos:R:3:forces:R:3
N -0.3656 -0.3955 -0.7292 -1.074 -0.744 0.057
H 0.2037 0.2503 -0.2010 1.249 0.289 0.952
H -0.3672 -1.3541 -0.4110 -0.048 -0.163 0.901
H 0.0155 -0.5456 -1.6524 0.338 0.730 -1.487
H -1.2964 -0.0071 -0.6765 -0.734 -0.101 -0.645
N 3.4651 -0.4349 -1.1891 -0.643 -1.205 -0.654
H 4.3839 -0.7355 -1.4816 0.584 0.785 0.184
H 2.8685 -0.2731 -1.9878 -0.584 0.072 -1.017
H 3.3063 0.3384 -0.5592 0.702 0.803 1.394
H 3.0579 -1.2659 -0.7846 -0.534 -0.436 0.519
C 1.2618 -2.8122 -4.3209 0.100 -0.231 0.763
C 1.2691 -1.9478 -3.0745 -2.242 1.680 -0.647
O 1.2795 -2.5043 -1.9663 0.823 -0.805 1.105
O 1.0579 -0.6867 -3.1878 0.960 -0.367 0.023
H 0.7289 -2.4101 -5.1826 0.480 0.340 0.137
H 0.7475 -3.7220 -4.0114 0.291 -0.222 -0.196
H 2.3206 -3.0187 -4.4769 -0.110 -0.305 -0.659
C 1.7167 2.4700 2.4739 -1.743 1.282 -0.313
C 2.1961 1.5860 1.3650 1.631 -1.046 1.358
O 3.4000 1.2682 1.3937 0.696 0.138 -0.729
O 1.3788 0.9964 0.6209 -0.945 0.131 -1.024
H 0.8222 2.9921 2.1344 -0.291 -0.034 -0.137
H 2.3390 3.2896 2.8333 0.614 -0.707 0.022
H 1.3298 1.8351 3.2709 0.381 -0.021 0.258
C -1.0250 -5.2826 -0.9863 -0.230 -1.470 -0.523
C -0.4932 -4.2974 -0.0220 0.642 1.119 0.285
O -0.4302 -4.9023 1.2120 0.176 -1.947 1.362
C -0.8167 -6.2658 1.1258 0.307 0.720 -0.992
O -0.7233 -7.1435 1.9254 -0.104 1.600 -0.359
O -1.2586 -6.4204 -0.1336 -0.935 -0.743 -0.693
F -1.3658 -3.2160 0.1379 0.548 -0.080 -0.444
H -0.3623 -5.6222 -1.7823 0.653 0.205 0.413
H -1.8704 -4.9283 -1.5762 -0.648 -0.133 0.810
H 0.5110 -3.9876 -0.3116 -0.265 0.836 0.076
C -3.2799 3.9174 -1.1762 1.374 0.720 1.156
C -4.8213 3.6147 -1.2162 3.389 1.559 0.965
O -4.7618 2.2220 -1.1178 -2.054 -0.556 0.452
C -3.5324 1.7328 -1.2600 2.006 -2.707 -2.404
O -3.1959 0.5606 -1.3856 -1.436 1.754 1.174
O -2.6695 2.6917 -1.5159 0.017 -0.268 0.333
F -5.2530 4.1176 -2.3601 -1.246 -0.488 -1.904
H -2.8575 4.1365 -0.1956 -0.708 0.181 0.535
H -2.7307 4.6244 -1.7980 -1.286 0.466 -0.549
H -5.4256 4.1071 -0.4544 0.126 -0.702 0.408
C -3.4420 -0.0324 3.4782 -1.210 -0.698 0.262
C -3.8771 1.3992 3.7222 -1.836 -2.614 0.781
O -3.0245 2.1675 3.1027 4.088 1.700 -3.445
C -2.2422 1.4016 2.2284 -0.062 -0.776 -0.722
O -1.4752 1.8042 1.4031 -1.183 -0.183 1.260
O -2.5805 0.0536 2.3824 0.891 1.888 -0.656
F -3.7663 1.5936 5.0301 -0.708 0.838 1.920
H -4.3551 -0.5904 3.2709 0.371 -0.470 -0.363
H -2.9374 -0.4757 4.3367 0.030 0.220 0.041
H -4.8605 1.6071 3.3006 -0.531 0.076 0.786
C 2.3272 -2.6353 2.3236 -0.153 1.131 -0.950
C 2.4114 -1.4737 3.2805 0.759 -0.439 -1.713
O 3.7769 -1.5503 3.6411 0.461 1.834 -0.588
C 4.4882 -1.9084 2.5318 1.635 -2.179 1.294
O 5.6972 -1.8574 2.4411 -2.987 0.316 -0.515
O 3.6266 -2.6800 1.7606 1.323 0.471 -0.483
F 1.7089 -1.8482 4.3004 -1.906 -0.179 3.385
H 1.6424 -2.4535 1.4953 -0.247 -0.354 0.216
H 2.0479 -3.4431 3.0001 0.331 -0.670 -0.709
H 2.0263 -0.5118 2.9419 0.729 0.265 -0.107
C 1.1631 3.4318 -1.6023 1.214 -0.112 -1.884
C 0.7198 3.1920 -3.1026 3.367 0.517 1.298
O 1.3992 4.2465 -3.8608 0.968 0.252 2.504
C 1.8000 5.2262 -2.9293 2.369 3.370 -1.252
O 2.3637 6.3352 -3.2305 -3.106 -5.686 1.405
O 1.5880 4.8060 -1.6401 -0.561 0.752 -0.870
F -0.5147 3.4600 -3.3176 -4.011 0.162 -0.106
H 2.0839 2.8951 -1.3741 0.011 -0.414 -0.332
H 0.4930 3.0962 -0.8108 -0.553 0.866 -0.184
H 0.9545 2.1736 -3.4121 0.278 0.189 -0.543
```
Forces are in eV/Å.

Values from the calculation:
Calculated total energy, eV: -75642.74292
HOMO, Ha: -0.3422
E_LUMO, eV: -0.08
Energy relative to the best compared isomer or geometry (same formula, charge and spin), kJ/mol: 109.7

Atomic partial charges in e from the Löwdin method, atoms 1 to 5:
1. N 0.32
2. H 0.03
3. H 0.09
4. H 0.06
5. H 0.09

=====

# 2
The molecule C19H29FN2O5S. Source: the Open Molecules 2025 dataset; level of theory: ωB97M-V/def2-TZVPD.

The geometry in XYZ format:
```
57
Properties=species:S:1:pos:R:3:forces:R:3
O 0.3048 1.8682 -0.3752 0.003 -0.020 -0.001
C -0.2826 0.8289 -0.1451 0.031 0.069 -0.007
N 0.3408 -0.3680 -0.0070 -0.033 0.003 0.011
C 1.7842 -0.4863 -0.0605 0.011 -0.021 0.013
C 2.2900 -1.1902 -1.3135 0.004 -0.008 0.027
C 1.7873 -0.5233 -2.6243 -0.002 -0.004 -0.017
C 3.0958 -0.1326 -3.3296 -0.008 -0.010 0.010
C 3.8054 -1.4051 -3.8199 0.008 0.006 -0.001
C 4.3279 -2.0315 -2.4971 -0.002 -0.004 0.006
C 3.8227 -1.0341 -1.4417 -0.022 -0.018 -0.022
N 3.9253 0.2268 -2.1783 0.032 -0.028 -0.014
C 4.4166 1.4544 -1.9118 0.011 0.031 -0.021
O 4.2969 2.3862 -2.6935 -0.023 -0.003 0.013
C 5.1292 1.6599 -0.5840 -0.040 -0.059 0.040
C 6.3874 2.5502 -0.7992 0.034 0.017 -0.010
C 6.0432 3.9794 -0.4065 -0.026 -0.010 -0.003
S 5.0749 3.7434 1.0666 0.033 -0.034 -0.021
O 5.9463 3.2080 2.0860 -0.015 0.028 0.001
O 4.2287 4.8650 1.3615 -0.008 0.002 0.009
C 4.1525 2.3716 0.3819 -0.002 0.017 -0.023
C -1.8043 0.7934 0.0011 -0.028 -0.049 -0.009
F -2.1043 1.3619 1.2374 0.010 -0.004 0.002
C -2.4865 1.5674 -1.1036 -0.005 0.024 0.045
C -2.1731 0.9591 -2.4704 0.031 -0.002 -0.008
C -2.9592 1.6816 -3.5542 0.011 -0.017 -0.005
O -4.3503 1.6490 -3.3003 -0.011 0.009 -0.010
C -4.6667 2.2967 -2.0800 -0.003 -0.009 0.015
C -3.9990 1.6145 -0.8972 0.001 0.004 0.009
H -0.2134 -1.1712 0.2354 0.009 -0.007 -0.003
H 2.1708 0.5319 -0.0373 -0.011 0.015 0.004
H 2.1368 -1.0047 0.8350 0.009 0.002 -0.005
H 2.0213 -2.2486 -1.2707 0.011 0.001 -0.006
H 1.1727 -1.1879 -3.2313 -0.005 0.008 -0.002
H 1.2078 0.3720 -2.3957 0.003 0.003 0.000
H 3.0187 0.6769 -4.0466 0.003 0.004 -0.003
H 3.1255 -2.0628 -4.3606 -0.004 0.006 0.000
H 4.6300 -1.1508 -4.4842 -0.001 0.000 -0.003
H 3.9441 -3.0354 -2.3176 0.004 0.000 0.005
H 5.4162 -2.0791 -2.4871 0.000 0.005 0.000
H 4.3600 -1.0500 -0.4970 0.001 0.009 0.003
H 5.4394 0.7088 -0.1568 -0.002 0.011 -0.002
H 7.1962 2.1872 -0.1672 0.001 -0.001 -0.007
H 6.7012 2.5062 -1.8397 0.014 -0.005 0.000
H 6.9007 4.6012 -0.1593 0.005 0.001 0.003
H 5.4097 4.4656 -1.1478 -0.011 0.005 0.018
H 3.2831 2.7844 -0.1312 0.009 0.016 0.009
H 3.8290 1.7558 1.2184 0.001 -0.002 0.004
H -2.1743 -0.2387 0.0320 0.005 0.011 -0.005
H -2.0784 2.5832 -1.0685 -0.010 0.001 -0.020
H -1.1049 1.0318 -2.6911 -0.005 -0.001 0.003
H -2.4491 -0.1014 -2.4795 -0.009 0.003 -0.006
H -2.6187 2.7246 -3.6238 -0.003 0.002 0.004
H -2.8105 1.2107 -4.5251 -0.007 0.003 -0.002
H -4.3544 3.3497 -2.1305 0.005 -0.001 -0.003
H -5.7514 2.2689 -1.9885 -0.001 -0.001 -0.008
H -4.3902 0.5950 -0.8100 -0.004 0.002 -0.005
H -4.2439 2.1436 0.0250 0.002 -0.001 -0.002
```
Forces are in eV/Å.

Values from the calculation:
Calculated total energy, eV: -46944.83036
HOMO, Ha: -0.3572
E_LUMO, eV: 0.33
Energy relative to the best compared isomer or geometry (same formula, charge and spin), kJ/mol: 22.2

Atomic partial charges in e from the Löwdin method, atoms 1 to 5:
1. O 0.09
2. C -0.44
3. N 0.09
4. C -0.13
5. C -0.22

=====

# 3
The ion C19H29N2O2 with charge +1 in a non-equilibrium geometry. Source: the Open Molecules 2025 dataset; level of theory: ωB97M-V/def2-TZVPD.

The geometry in XYZ format:
```
52
Properties=species:S:1:pos:R:3:forces:R:3
C -4.3433 -0.9164 1.0783 0.069 0.105 0.026
C -3.0572 -0.1045 1.2924 -0.219 -0.085 0.042
C -1.9849 -0.5685 0.3777 -0.087 0.134 0.083
N -1.6611 0.0052 -0.7878 -0.043 -0.604 0.384
C -2.1621 1.2533 -1.3003 -0.249 1.030 0.154
C -1.5254 2.4886 -0.6085 0.381 -0.625 0.066
O -2.0533 3.6561 -1.1591 -0.137 0.254 -0.287
C 0.0112 2.4507 -0.6588 -0.171 0.197 0.122
O 0.4810 1.4667 0.2319 -0.091 -0.173 0.068
C 1.6823 1.8127 0.9271 0.437 0.266 0.390
C 2.9140 1.8118 0.0166 -0.408 -0.165 -0.139
C 3.2304 0.4070 -0.4872 0.184 0.096 0.142
C 3.4586 -0.5366 0.6882 -0.273 -0.128 -0.192
C 2.2164 -0.5742 1.5715 0.224 0.121 0.161
C 1.8643 0.8215 2.0766 -0.265 0.000 -0.338
C -0.6793 -0.7547 -1.3929 0.472 -0.876 0.125
C 0.0055 -0.6251 -2.5945 -0.073 0.053 0.057
C 0.9342 -1.5998 -2.8987 -0.057 0.065 -0.010
C 1.1775 -2.6781 -2.0445 -0.006 -0.024 0.064
C 0.4977 -2.8229 -0.8530 -0.107 0.087 0.074
C -0.4340 -1.8414 -0.5384 0.181 0.371 -0.879
N -1.2675 -1.6839 0.5505 -0.078 0.539 -0.275
C -1.2984 -2.5982 1.6611 -0.048 -0.441 0.436
H -5.1150 -0.5526 1.7497 -0.079 0.000 0.044
H -4.1848 -1.9724 1.2789 -0.003 -0.112 0.008
H -4.7012 -0.8098 0.0575 -0.051 -0.021 -0.094
H -3.2653 0.9491 1.1158 0.128 0.002 0.036
H -2.7275 -0.2058 2.3279 0.078 0.103 -0.061
H -1.9407 1.2918 -2.3693 -0.068 -0.058 0.086
H -3.2467 1.3060 -1.1774 0.100 -0.075 -0.088
H -1.8183 2.5067 0.4471 0.087 -0.076 -0.094
H -1.6998 3.8083 -2.0439 -0.001 0.003 0.021
H 0.3735 3.4440 -0.3642 -0.040 -0.060 -0.069
H 0.3574 2.2470 -1.6840 -0.008 0.064 0.005
H 1.5502 2.8227 1.3481 -0.036 -0.130 -0.074
H 3.7576 2.1941 0.5927 0.041 0.099 0.013
H 2.7537 2.4875 -0.8257 0.048 0.116 0.018
H 4.1167 0.4380 -1.1220 -0.036 -0.020 -0.091
H 2.3947 0.0406 -1.0885 0.008 -0.032 -0.073
H 3.6842 -1.5398 0.3219 0.096 -0.021 0.041
H 4.3131 -0.1914 1.2724 0.107 -0.030 0.047
H 2.3800 -1.2378 2.4227 -0.079 -0.070 0.003
H 1.3812 -0.9581 0.9851 -0.039 -0.092 0.014
H 2.6652 1.1923 2.7169 0.016 0.052 0.072
H 0.9454 0.7889 2.6654 0.004 0.091 0.091
H -0.1700 0.1963 -3.2698 -0.023 0.105 -0.074
H 1.4893 -1.5286 -3.8206 0.037 0.020 -0.097
H 1.9135 -3.4135 -2.3270 0.068 -0.091 -0.016
H 0.6848 -3.6576 -0.1980 0.032 -0.116 0.089
H -1.7260 -3.5528 1.3492 -0.004 0.065 0.014
H -1.8911 -2.1933 2.4763 0.020 0.015 -0.041
H -0.2810 -2.7693 2.0148 -0.040 0.072 -0.004
```
Forces are in eV/Å.

Values from the calculation:
Calculated total energy, eV: -27244.20290
HOMO, Ha: -0.4568
E_LUMO, eV: -2.84
Energy relative to the best compared isomer or geometry (same formula, charge and spin), kJ/mol: 6.1
Total charge: +1

Atomic partial charges in e from the Löwdin method, atoms 1 to 5:
1. C -0.05
2. C -0.13
3. C -0.16
4. N 0.06
5. C -0.04

=====

# 4
A cluster of 2 separate species, C19H29N2O2 in total in a non-equilibrium geometry. Source: the Open Molecules 2025 dataset; level of theory: ωB97M-V/def2-TZVPD.

The geometry in XYZ format:
```
52
Properties=species:S:1:pos:R:3:forces:R:3
C 2.2475 3.1299 -1.7414 -0.547 -0.389 0.186
C 1.8874 1.8119 -2.5445 1.021 1.506 -0.114
O 1.7370 0.7578 -1.5843 -0.782 -0.094 -0.127
C 0.3997 0.2364 -1.5403 -0.556 -0.321 -0.834
C 0.0993 -0.4837 -0.1546 1.602 -0.413 -0.485
C 0.9301 0.1765 0.9874 0.001 1.058 1.559
C 2.3360 -0.2074 1.1886 -2.725 1.277 0.129
N 3.0229 0.3978 2.1886 0.560 -1.832 -1.771
N 2.6353 1.2999 3.0447 -1.616 0.726 0.068
C 1.3699 1.7007 2.9363 -1.885 -0.465 -1.410
C 0.3848 1.2003 1.9274 2.540 -1.620 -0.859
C -1.0941 1.6778 1.8897 0.596 0.187 0.527
C -1.6669 2.0200 0.4882 -1.125 -0.186 -1.312
C -1.1330 3.0491 -0.3838 -2.134 -1.750 -0.208
C -1.7658 3.2065 -1.6942 -0.159 -0.672 0.892
C -2.8750 2.3960 -2.1435 -0.167 -0.988 0.895
C -3.5416 2.5134 -3.5616 0.027 0.186 1.279
C -3.4483 1.3822 -1.2430 2.465 1.418 1.168
C -2.8261 1.2210 0.0534 0.553 0.993 -0.895
H 1.9642 4.0658 -2.2935 0.474 -0.893 0.387
H 1.6212 3.0924 -0.8068 0.679 0.162 -0.844
H 3.3282 3.1546 -1.4319 -1.061 -0.001 -0.428
H 0.9798 1.9856 -3.1772 0.541 -0.377 0.718
H 2.7368 1.5948 -3.2521 -0.867 -0.145 0.732
H -0.3486 1.0384 -1.7710 0.668 -0.635 0.525
H 0.3192 -0.5147 -2.3817 -0.163 0.507 0.993
H 0.4796 -1.5371 -0.3027 -0.323 0.953 0.482
H -0.9918 -0.5704 0.0405 0.938 0.384 -0.038
H 2.8178 -0.9761 0.5364 -0.232 0.907 0.860
H 3.9973 0.0853 2.2868 -0.459 0.446 0.244
H 0.9782 2.4744 3.6395 0.835 -0.761 -0.478
H -1.7068 0.8552 2.3555 0.550 0.695 -0.515
H -1.1708 2.5404 2.6135 0.009 -0.714 -0.826
H -0.2738 3.6499 -0.0241 -0.768 -0.294 -0.577
H -1.3620 3.9786 -2.3835 -0.349 -0.635 0.541
H -4.2583 3.3743 -3.4956 0.674 -0.660 -0.400
H -2.7932 2.6707 -4.3758 -0.718 -0.119 0.677
H -4.1561 1.5873 -3.7269 0.739 0.913 -0.072
H -4.3000 0.7238 -1.5101 0.715 0.703 0.010
H -3.2273 0.4374 0.7478 0.429 0.851 -0.687
C 1.0000 -6.3329 1.7511 0.231 -0.121 -0.063
C 0.9018 -4.8744 1.3338 -0.629 -0.376 0.269
C 0.2254 -4.0355 2.4073 0.138 0.252 0.065
O 0.1621 -4.7752 0.1173 0.218 0.319 -0.196
H 0.0054 -6.7596 1.9099 0.002 0.112 0.090
H 1.4771 -6.9240 0.9672 0.032 0.078 0.049
H 1.5770 -6.4429 2.6716 -0.050 -0.034 -0.022
H 1.9023 -4.4812 1.1362 -0.083 0.004 -0.199
H -0.7953 -4.3827 2.5903 0.078 -0.096 0.023
H 0.1559 -2.9913 2.0885 0.036 -0.013 0.008
H 0.7802 -4.0763 3.3473 -0.069 -0.004 -0.001
H -0.7245 -5.1207 0.2794 0.112 -0.027 -0.017
```
Forces are in eV/Å.

Values from the calculation:
Calculated total energy, eV: -27239.59113
HOMO, Ha: -0.4306
E_LUMO, eV: -4.40
Energy relative to the best compared isomer or geometry (same formula, charge and spin), kJ/mol: 451.0
Total charge: +1

Atomic partial charges in e from the Löwdin method, atoms 1 to 5:
1. C -0.07
2. C -0.24
3. O -0.19
4. C -0.18
5. C -0.07